Record 1
The molecule C25H29FN4O3S. Source: OMol25; level of theory: wB97M-V/def2-TZVPD.

## Properties
LUMO energy = 0.319 eV
E_HOMO = -7.86 eV

```
63
C25H29FN4O3S, DFT wB97M-V/def2-TZVPD
C 4.426 5.546 0.904
O 3.737 4.799 -0.071
C 3.856 3.449 -0.072
C 4.604 2.723 0.851
C 4.658 1.341 0.766
C 3.974 0.695 -0.241
S 3.990 -1.087 -0.298
O 5.191 -1.581 0.302
O 3.626 -1.523 -1.614
N 2.744 -1.543 0.713
C 1.415 -1.139 0.327
C 0.348 -2.105 0.885
C 0.411 -3.491 0.279
C 1.374 -3.915 -0.628
C 1.311 -5.217 -1.107
C 0.290 -6.042 -0.667
N -0.634 -5.648 0.195
C -0.567 -4.413 0.651
N -1.013 -1.614 0.753
C -1.443 -1.343 -0.603
C -2.969 -1.232 -0.636
N -3.379 -0.171 0.256
C -4.576 0.500 0.051
C -5.537 0.059 -0.866
C -6.689 0.785 -1.099
C -6.899 1.961 -0.407
F -8.030 2.672 -0.629
C -5.973 2.428 0.508
C -4.821 1.702 0.727
C -2.917 -0.419 1.606
C -1.392 -0.519 1.617
C 3.231 1.405 -1.167
C 3.159 2.783 -1.101
C 2.371 3.585 -2.086
H 4.090 5.296 1.915
H 5.508 5.399 0.832
H 4.191 6.588 0.694
H 5.149 3.222 1.636
H 5.242 0.759 1.461
H 2.971 -1.421 1.686
H 1.188 -0.117 0.666
H 1.403 -1.152 -0.764
H 0.534 -2.211 1.963
H 2.167 -3.264 -0.957
H 2.046 -5.575 -1.810
H 0.199 -7.063 -1.014
H -1.341 -4.126 1.352
H -1.124 -2.164 -1.247
H -1.016 -0.400 -0.988
H -3.277 -0.990 -1.653
H -3.402 -2.201 -0.343
H -5.400 -0.871 -1.394
H -7.428 0.438 -1.804
H -6.155 3.354 1.031
H -4.090 2.087 1.421
H -3.246 0.377 2.271
H -3.327 -1.374 1.973
H -1.047 -0.727 2.632
H -0.970 0.447 1.288
H 2.729 0.862 -1.953
H 3.023 4.294 -2.594
H 1.902 2.939 -2.822
H 1.605 4.164 -1.573
```

Record 2
A 2-piece molecular cluster, C4H9NO overall in a non-equilibrium geometry. Source: OMol25; level of theory: wB97M-V/def2-TZVPD.

## Properties
LUMO energy = -0.654 eV
E_HOMO = -8.96 eV

```
15
C4H9NO, DFT wB97M-V/def2-TZVPD
C -2.095 0.571 0.242
C -0.988 -0.105 -0.522
N 0.140 0.792 -0.715
C 0.395 -0.482 -0.071
C 1.154 -0.674 1.159
O 2.590 -0.130 -0.351
H -2.757 -0.167 0.692
H -1.678 1.229 1.013
H -2.650 1.210 -0.465
H -1.285 -0.756 -1.342
H 0.537 0.669 -1.639
H 1.219 -1.158 -0.799
H 1.180 -1.748 1.440
H 1.545 -0.069 1.989
H 2.695 0.818 -0.631
```

Record 3
A 8-piece molecular cluster, C32H63N3O26S overall in a non-equilibrium geometry. Source: OMol25; level of theory: wB97M-V/def2-TZVPD.

## Properties
LUMO energy = 0.287 eV
E_HOMO = -9.85 eV

```
125
C32H63N3O26S, DFT wB97M-V/def2-TZVPD
H -4.428 6.318 0.184
N -3.530 5.907 -0.071
C -3.064 6.478 -1.111
C -3.825 7.582 -1.828
C -1.733 6.025 -1.663
C -1.827 4.954 -2.751
N -2.891 5.274 -3.675
O -0.593 5.158 -3.549
S 0.253 3.837 -3.742
O 1.404 3.800 -2.906
O 0.470 3.623 -5.136
O -0.881 2.860 -3.268
C -1.852 3.458 -2.292
C -1.223 3.159 -0.927
C -0.398 1.854 -0.892
C -3.093 2.635 -2.626
C -4.264 2.724 -1.657
O -4.141 2.577 -0.458
N -5.542 2.886 -2.261
C -6.597 2.619 -1.269
C -5.739 4.281 -2.727
H -3.242 8.004 -2.644
H -3.990 8.396 -1.123
H -4.782 7.226 -2.197
H -1.263 6.888 -2.132
H -1.095 5.741 -0.836
H -2.844 6.267 -3.867
H -2.639 4.838 -4.558
H -1.975 3.074 -0.150
H -0.544 3.951 -0.625
H -0.352 1.551 0.153
H 0.618 2.062 -1.206
H -0.854 1.050 -1.460
H -2.752 1.601 -2.576
H -3.424 2.806 -3.644
H -7.553 2.698 -1.784
H -6.602 3.356 -0.464
H -6.513 1.607 -0.889
H -5.360 4.434 -3.730
H -5.307 4.974 -2.004
H -6.806 4.485 -2.743
C -7.495 1.629 -5.073
O -8.711 1.166 -4.482
C -9.500 0.485 -5.312
O -9.270 0.246 -6.467
O -10.588 0.115 -4.639
C -11.530 -0.631 -5.412
H -6.948 2.160 -4.299
H -6.892 0.792 -5.421
H -7.703 2.310 -5.897
H -11.084 -1.555 -5.773
H -11.895 -0.038 -6.249
H -12.358 -0.865 -4.749
C 4.386 1.450 0.140
O 4.698 0.916 1.432
C 3.639 0.690 2.204
O 2.492 0.893 1.906
O 4.069 0.193 3.362
C 3.030 -0.110 4.297
H 5.333 1.583 -0.375
H 3.764 0.757 -0.421
H 3.888 2.413 0.230
H 2.359 -0.865 3.891
H 2.474 0.788 4.560
H 3.511 -0.504 5.188
C 2.622 -7.212 3.609
O 2.731 -5.846 4.023
C 3.869 -5.257 3.652
O 4.759 -5.770 3.029
O 3.845 -3.999 4.092
C 5.009 -3.235 3.765
H 1.663 -7.578 3.965
H 2.646 -7.287 2.524
H 3.416 -7.811 4.052
H 5.129 -3.156 2.687
H 5.899 -3.674 4.211
H 4.859 -2.242 4.175
C 2.214 1.457 -5.926
O 2.070 0.798 -7.192
C 3.198 0.679 -7.881
O 4.285 1.062 -7.539
O 2.921 0.055 -9.029
C 4.054 -0.141 -9.875
H 1.234 1.480 -5.477
H 2.892 0.894 -5.283
H 2.573 2.471 -6.059
H 4.800 -0.761 -9.382
H 4.490 0.814 -10.163
H 3.691 -0.652 -10.763
C 5.482 -9.904 2.892
O 4.680 -10.335 3.996
C 4.973 -11.556 4.442
O 5.821 -12.284 4.001
O 4.160 -11.830 5.462
C 4.363 -13.119 6.043
H 5.144 -8.905 2.628
H 6.533 -9.861 3.171
H 5.345 -10.562 2.036
H 5.371 -13.205 6.444
H 4.183 -13.903 5.310
H 3.645 -13.209 6.852
C 0.519 -3.976 4.797
O -0.411 -3.877 5.885
C -1.332 -4.833 5.900
O -1.434 -5.732 5.106
O -2.129 -4.629 6.950
C -3.172 -5.594 7.089
H 1.211 -3.146 4.902
H 1.078 -4.911 4.834
H -0.002 -3.889 3.844
H -2.759 -6.591 7.228
H -3.828 -5.578 6.220
H -3.738 -5.312 7.972
C 4.063 3.713 2.813
O 4.211 4.503 3.995
C 5.208 5.384 3.941
O 5.952 5.551 3.012
O 5.238 6.048 5.095
C 6.269 7.034 5.176
H 3.222 3.050 2.983
H 3.842 4.347 1.955
H 4.960 3.127 2.631
H 6.136 7.794 4.408
H 7.250 6.573 5.081
H 6.180 7.493 6.156
```